(1)
This record from the OMol25 dataset describes 5 unconnected molecules or ions with the total composition C28H69ClN2O2P. The level of theory is ωB97M-V/def2-TZVPD.

Geometry (Å):
Cl 5.91934 3.47007 1.80241
P 2.79662 4.91168 2.86445
O -0.52308 5.46878 5.46811
O 0.00698 4.96956 3.49324
N 0.00261 4.63763 4.81393
N 2.16013 6.62288 2.73854
C -3.39614 1.17097 -6.58314
C 4.91937 2.85076 3.17906
C 5.36981 -3.53617 0.80436
C -3.81628 2.00007 -2.93947
C 0.16885 -1.35156 0.25715
C 3.43626 3.07790 2.95393
C 3.54624 -3.71407 -2.47034
C -5.08652 0.87887 2.06424
C -4.17836 1.96238 1.48366
C -2.68461 1.74556 1.73310
C -3.47182 -0.23448 -7.17258
C 5.66738 -4.72827 1.70939
C -2.34036 0.45898 -4.34460
C 5.41275 3.44796 4.49936
C -2.28427 1.62749 3.20164
C -1.46791 -3.93768 -0.40466
C -2.57577 2.88658 4.01148
C -1.21038 -4.75901 -2.81354
C -1.87870 -2.50659 -0.75066
C -4.79794 -0.49913 1.48004
C 3.87740 -3.27715 0.60877
C -0.56424 -4.60110 -1.44034
C 3.10838 -4.41847 -0.05842
C -2.25523 1.35131 -5.58328
C -0.71626 -1.54012 -0.97171
C 0.99643 4.19909 2.77432
C 3.62371 -4.83264 -1.43484
C -3.62061 0.60389 -3.52349
H 4.65369 -5.19303 -1.36085
H -2.22076 2.77546 5.03607
H -4.98914 0.84248 3.15243
H -2.21612 2.39986 -5.27616
H 5.72452 4.48141 4.36816
H -1.48388 0.67779 -3.69933
H -3.66939 -0.98391 -6.40466
H -3.58502 -0.11818 -2.70228
H -2.51099 -2.51414 -1.64422
H -2.07190 3.74232 3.56972
H 3.42102 -3.07565 1.58280
H -4.48199 2.93379 1.88244
H -4.90045 -0.48467 0.39182
H -3.92038 2.75428 -3.72134
H -0.96085 -3.94664 0.56449
H -2.37145 -4.54258 -0.27533
H 5.85837 -3.68083 -0.16351
H 2.68020 4.96106 4.33635
H 0.95610 3.17793 3.16586
H 2.91061 4.86301 1.39811
H 3.75019 -2.36084 0.02607
H -3.25947 1.88858 -7.39663
H -4.35118 1.42170 -6.11340
H 5.20843 -4.59394 2.69111
H 0.65907 -2.28231 0.55037
H -2.35519 0.84660 1.20045
H 4.58930 3.43857 5.21527
H -4.27220 -0.30457 -7.91102
H -1.21054 1.42627 3.24753
H 0.95216 -0.61796 0.06349
H -3.64603 3.10455 4.05427
H -0.10334 -1.87159 -1.81576
H 0.65904 4.18630 1.73534
H -2.77551 0.76318 3.66158
H -2.23015 -0.58818 -4.64300
H -2.96935 2.28107 -2.31012
H 3.09681 2.55912 2.05070
H 3.88099 -4.06427 -3.44812
H -2.13317 2.57747 1.28500
H -1.45611 -3.79254 -3.25681
H -4.71596 2.04068 -2.32364
H -4.34212 2.01747 0.40148
H 5.12474 1.77830 3.19871
H -0.53740 -5.27298 -3.50194
H 4.16716 5.41553 2.97457
H 2.52051 -3.35341 -2.57823
H 2.46362 7.07896 3.59678
H 4.17289 -2.86465 -2.19523
H -1.13185 -0.56983 -1.25889
H 5.82027 -2.64090 1.23964
H -0.41598 -0.99505 1.10808
H -2.53541 -0.49925 -7.66850
H 2.93683 2.59305 3.80295
H 6.23900 2.86469 4.90827
H 5.29099 -5.66107 1.28569
H -3.78279 -0.82063 1.71808
H -2.50828 -2.12097 0.05739
H 3.10982 -5.29322 0.59885
H -5.48294 -1.25345 1.87186
H -1.30505 1.15260 -6.08916
H -0.28045 -5.59080 -1.07035
H 6.74209 -4.84558 1.85649
H 2.74437 7.04364 2.01935
H 0.36533 -4.03525 -1.53632
H -6.12690 1.14793 1.85956
H -2.13053 -5.34382 -2.74589
H 3.02804 -5.68049 -1.78557
H -4.49107 0.33267 -4.12837
H 2.06135 -4.11716 -0.15264

Forces on the atoms, in the same order (eV/Å):
0.131 -0.059 -0.142
0.271 0.150 -0.019
-0.408 0.108 0.181
0.184 0.130 0.305
0.482 -0.025 -0.316
0.330 -0.166 -0.012
0.059 -0.047 -0.061
-0.315 -0.181 0.486
0.002 -0.001 0.100
-0.053 -0.061 -0.030
0.014 -0.008 -0.082
-0.045 0.132 -0.020
0.068 -0.063 -0.003
-0.004 -0.014 -0.109
-0.002 0.051 0.036
0.017 -0.049 -0.058
-0.074 0.048 0.009
0.046 0.024 -0.077
0.022 -0.089 0.012
-0.047 -0.003 -0.136
0.045 0.050 0.027
0.032 0.033 0.031
-0.161 -0.185 -0.010
0.077 0.038 0.022
-0.048 0.012 -0.010
-0.044 -0.026 0.063
-0.002 0.025 -0.073
-0.063 -0.141 -0.030
0.020 -0.037 0.090
-0.028 0.059 0.038
-0.018 0.067 0.075
-0.151 -0.251 -0.154
-0.082 0.064 -0.060
0.035 0.052 0.080
-0.001 -0.009 0.018
0.023 0.066 0.003
0.024 0.041 0.004
0.002 -0.005 0.014
-0.027 0.010 0.019
0.002 -0.003 0.001
0.017 -0.006 0.002
-0.012 -0.021 -0.013
0.001 -0.003 0.001
-0.025 0.071 -0.006
0.010 0.010 0.007
0.033 0.005 0.015
0.037 -0.021 -0.012
0.016 0.012 0.004
0.003 0.011 -0.003
0.000 -0.008 -0.020
-0.016 0.011 -0.013
-0.222 -0.039 0.043
0.005 0.007 0.037
-0.095 0.031 0.015
-0.013 -0.001 0.008
-0.026 0.017 0.008
0.006 0.017 0.014
-0.022 -0.017 0.000
-0.011 -0.001 0.017
-0.001 0.016 -0.021
0.036 -0.016 0.027
0.010 -0.016 -0.010
-0.001 -0.013 0.002
-0.002 0.010 0.027
-0.001 -0.027 -0.005
-0.027 0.010 -0.025
-0.050 0.105 0.009
-0.006 -0.012 -0.029
0.017 0.002 0.001
0.012 0.017 -0.011
0.119 -0.034 -0.047
-0.015 0.015 -0.011
0.015 0.007 0.019
-0.020 -0.001 -0.001
0.006 0.019 0.013
-0.025 -0.011 0.004
0.084 0.036 -0.181
-0.015 -0.003 -0.012
0.008 -0.101 -0.033
0.001 0.028 0.018
-0.189 0.060 0.074
-0.018 0.013 0.006
0.025 0.007 -0.034
0.009 0.008 -0.028
-0.001 -0.016 0.018
0.013 -0.017 0.022
0.006 0.039 0.021
0.092 0.078 -0.041
-0.012 -0.007 0.014
-0.006 -0.027 -0.018
0.000 0.016 -0.004
-0.001 0.004 0.005
-0.002 0.002 -0.009
-0.005 -0.004 -0.011
0.049 0.016 0.009
-0.003 -0.011 0.021
-0.089 0.026 -0.097
0.000 -0.002 -0.020
-0.004 -0.009 0.018
-0.023 0.024 -0.004
0.019 -0.020 0.006
0.007 -0.015 -0.011
-0.008 -0.011 0.010

LUMO level	2.1312	eV
frontier orbital gap	6.11	eV
charge	-1
HOMO energy	-3.976	eV

(2)
This record from the OMol25 dataset describes CH3N5O in the gas phase. The level of theory is ωB97M-V/def2-TZVPD.

Geometry (Å):
O -1.36210 0.07435 -1.17767
N -0.58079 1.17177 -1.80117
N -0.67551 -1.57401 0.31430
N 0.49131 0.50421 -0.10314
N 1.34852 0.63176 1.04970
N 0.36146 1.48623 -0.99471
C -0.54484 -0.48079 -0.38423
H 2.04951 -0.00437 1.01892
H -1.67592 -1.86459 0.27242
H 0.58835 0.05545 1.80557

Forces on the atoms, in the same order (eV/Å):
0.101 1.163 -2.846
0.592 2.337 1.682
-0.451 1.940 -0.646
0.306 -0.750 -0.347
-7.496 -0.030 2.163
-1.439 -2.012 -1.862
1.506 -2.150 5.285
2.808 -2.596 -0.871
1.123 -0.145 -0.388
2.950 2.242 -2.169

ΔE to the lowest compared entry with this formula, charge and spin	66.5	kcal per mole
SMILES	[H]/N=c1\onnn1N
LUMO level	0.2456	eV
frontier orbital gap	9.87	eV
HOMO energy	-9.625	eV

(3)
This record from the OMol25 dataset describes a molecular structure, C35H37BrP2Sn. The level of theory is ωB97M-V/def2-TZVPD.

Geometry (Å):
Sn 2.24891 -5.00339 -1.47947
Br 0.24346 -5.43513 -2.97399
P 4.54387 -7.48424 -3.04592
P 2.77557 -6.49939 -5.42863
C 0.84952 1.06237 -2.15309
C 7.78663 -10.00766 -2.21312
C 2.34898 -8.16966 -9.78751
C 6.67499 -4.80520 -0.75261
C 6.80041 -9.02450 -2.06098
C 1.44414 -4.27491 -6.72564
C 6.77322 -10.70796 -4.29269
C 4.55321 -6.12973 -5.43257
C 2.31157 0.92139 -2.42240
C 2.94734 -0.01520 -0.13728
C 1.14966 -3.60274 -0.10438
C 1.08949 -2.18417 -5.54017
C 4.64059 -6.69380 -0.38834
C 1.57273 -8.08968 -7.47516
C 7.77277 -10.86781 -3.32091
C 0.98136 -2.95353 -6.70277
C 3.38440 -7.29293 -9.45695
C 5.31350 -6.59528 -4.41833
C 1.44698 -8.56426 -8.78800
C 2.66292 1.07622 0.58604
C 2.31627 2.43732 0.06209
C 0.23975 1.85398 -1.26625
C 2.59650 -7.16645 -7.15501
C 3.50494 -6.78964 -8.15611
C 2.37048 -3.93869 -4.53089
C 1.75472 -2.69972 -4.42648
C 5.21289 -6.49816 -1.66099
C 5.81959 -8.85031 -3.04465
C 0.85948 2.79069 -0.25884
C 2.13748 -4.78008 -5.62981
C 6.18096 -5.51245 -1.84843
C 5.13024 -5.97858 0.70187
C 3.10148 -0.13043 -1.63046
C 5.80336 -9.71668 -4.15689
C 6.15243 -5.04546 0.51449
H 3.17205 -0.94343 0.38569
H 3.02620 -4.29681 -3.72171
H 4.17253 0.01656 -1.84266
H 4.32856 -6.10766 -7.94312
H 1.28503 -4.90377 -7.59904
H 6.40497 -6.46763 -4.42765
H 2.47578 0.69588 -3.48270
H 0.66067 -1.18308 -5.49923
H 3.80599 -7.39193 -0.27718
H 1.79832 -2.76366 0.20290
H 2.73026 3.20179 0.73455
H 6.76085 -11.36896 -5.16171
H 8.57011 -10.10830 -1.46289
H 2.86225 2.57194 -0.87052
H 4.11291 -6.98729 -10.20766
H -0.84582 1.82363 -1.19295
H 5.04431 -9.59109 -4.93365
H 1.76580 -2.15669 -3.47833
H 0.21819 2.81127 0.62447
H 7.46776 -4.07300 -0.91680
H 6.82556 -8.38008 -1.17780
H 0.52672 -2.53557 -7.60079
H 0.84220 3.84370 -0.59743
H 0.25095 -3.21697 -0.61322
H 0.24656 0.40287 -2.78033
H 0.87579 -8.43058 -6.70360
H 0.82625 -4.15110 0.79477
H 2.25044 -8.53865 -10.81177
H 2.81407 1.05445 1.66649
H 2.96775 -1.16798 -1.97298
H 4.69669 -6.14451 1.68674
H 2.81647 1.86986 -2.26543
H 4.95774 -5.52583 -6.25637
H 6.58484 -5.29439 -2.83441
H 6.51443 -4.46643 1.36527
H 8.52142 -11.65701 -3.41582
H 0.64364 -9.25235 -9.04591

Forces on the atoms, in the same order (eV/Å):
-0.873 0.735 0.493
-0.719 -0.409 0.510
0.710 -0.849 0.521
-0.768 -0.061 -0.778
-0.429 -0.262 0.157
-0.225 -0.289 -0.304
-0.026 0.141 0.458
-0.163 0.024 -0.035
0.192 -0.095 -0.187
0.009 0.197 0.178
0.175 -0.130 0.176
0.605 -0.073 0.581
0.837 0.020 -0.761
0.026 0.001 0.374
0.066 -0.105 -0.336
-0.082 -0.155 -0.142
0.770 0.082 -0.163
0.431 0.399 -0.211
-0.349 0.467 0.184
-0.011 -0.034 0.165
-0.045 0.031 0.191
-0.281 0.606 -1.295
0.217 0.143 -0.054
0.120 -0.345 0.010
0.714 0.855 -0.261
-0.085 0.008 -0.048
0.103 -0.118 -0.209
-0.324 -0.369 -0.422
-0.020 0.099 -0.198
0.216 0.052 -0.305
-0.096 0.210 0.146
-0.071 -0.230 -0.127
0.127 -0.105 -0.090
0.679 0.294 0.062
0.117 -0.221 0.453
-0.123 -0.171 -0.202
0.146 0.114 0.298
0.275 0.130 0.288
0.046 0.274 0.201
0.133 0.235 0.194
-0.285 0.134 -0.425
-0.126 0.174 -0.020
-0.360 -0.204 -0.128
0.008 0.161 0.106
-0.430 -0.004 -0.064
-0.234 0.013 0.005
0.054 -0.249 -0.044
0.356 0.056 0.031
-0.264 -0.342 -0.065
-0.181 -0.206 0.047
-0.046 0.200 0.243
-0.215 0.004 -0.114
0.032 0.377 0.518
-0.206 -0.089 0.110
0.074 -0.139 -0.274
0.191 -0.043 0.225
0.192 0.023 -0.391
0.120 -0.236 0.187
-0.274 -0.133 0.207
-0.005 -0.186 -0.360
-0.021 -0.086 0.283
-0.011 -0.405 -0.174
0.356 -0.112 0.193
-0.200 0.199 0.251
0.249 0.188 -0.232
0.125 0.146 -0.193
-0.002 0.077 0.395
-0.403 -0.428 -0.131
-0.538 0.267 0.169
0.148 0.114 -0.152
-0.063 -0.171 -0.422
0.148 -0.301 0.502
-0.101 -0.097 0.293
-0.044 -0.216 -0.198
-0.210 0.302 -0.025
0.144 0.118 0.138

ΔE to the lowest compared entry with this formula, charge and spin	23.0	kcal per mole
LUMO level	-0.7064	eV
frontier orbital gap	7.03	eV
HOMO energy	-7.738	eV